[1]
The following is a quantum chemistry calculation of a 6-piece molecular cluster, C24H35NO10 overall, from the OMol25 dataset.

Cartesian coordinates (Å):
O  -0.56244  2.11446  0.31582
O  -0.55443  1.96524  -4.47350
O  2.53107  2.25068  -3.62820
O  -1.18983  3.80411  -5.55295
O  -0.93472  4.14120  -0.52898
O  0.50540  -1.33337  2.91202
O  0.72069  -1.50708  -2.23863
O  3.74775  3.94831  -2.86031
O  2.51712  -0.99404  1.99391
O  -1.49962  -1.62181  -2.23566
N  -2.76641  -2.11933  6.08843
C  -2.25465  1.81855  -2.81637
C  4.84909  1.86848  -3.50578
C  4.12537  0.51448  -3.62977
C  2.33843  -1.85835  4.26533
C  -1.42500  2.95677  -4.74411
C  -2.55867  -2.18285  -1.46714
C  -1.94390  -2.73623  -0.15020
C  -3.15315  -0.88075  5.60390
C  2.75882  0.93618  -4.17073
C  1.86402  -1.37169  2.92032
C  -0.28803  -1.82656  -1.67573
C  1.64976  1.80193  -0.39409
C  0.49442  1.15492  0.40961
C  -1.06327  1.07619  -3.47957
C  -3.63425  -2.46022  4.08607
C  1.08915  -2.45695  4.89274
C  -0.14832  3.29263  -0.23254
C  -0.43531  -2.40298  -0.28156
C  3.70199  2.84686  -3.32487
C  1.36137  3.27875  -0.38027
C  -3.08752  -3.08000  5.17216
C  -3.66976  -1.06473  4.35789
C  -2.70258  2.73816  -3.93047
C  -0.03054  -1.68916  4.20116
H  -0.38305  -0.83752  4.77936
H  -0.88287  -2.34352  4.03488
H  1.94043  0.27285  -3.90633
H  4.03230  0.07145  -2.63900
H  -2.63284  -2.32380  7.06350
H  3.20179  -2.52174  4.22007
H  0.12927  -3.33470  -0.34423
H  -3.11187  -2.92497  -2.03377
H  -3.22018  -1.36479  -1.17713
H  -0.24506  0.82428  -2.80440
H  -2.95901  1.04417  -2.50465
H  -1.37126  0.12355  -3.91150
H  2.74327  -1.02304  4.84620
H  -3.06454  3.70016  -3.58127
H  -3.84940  -2.93829  3.14411
H  1.65698  3.75178  -1.31381
H  1.78208  3.79303  0.48329
H  1.63981  1.30989  -1.37026
H  1.00852  -3.54064  4.76483
H  -2.02858  -3.81701  -0.08867
H  0.80100  0.88736  1.41909
H  4.64494  -0.15202  -4.31364
H  -3.17164  -0.09482  6.34114
H  -3.40250  2.22614  -4.59061
H  -1.89962  2.28181  -1.90114
H  2.80010  1.00912  -5.26099
H  -4.07768  -0.28913  3.73153
H  0.20220  0.23251  -0.08111
H  -0.05305  -1.73385  0.47759
H  2.62926  1.49786  -0.01557
H  5.43154  2.12831  -4.38959
H  -2.35362  -2.23696  0.72126
H  -2.83202  -4.11427  5.32998
H  5.49188  1.91115  -2.63146
H  1.05134  -2.39619  5.98440

Forces on the atoms, in the same order (eV/Å):
O -0.33 -0.24 0.29
O 0.27 -0.15 -0.08
O -0.13 -0.14 -0.21
O -0.08 0.09 0.05
O -0.03 0.10 0.07
O 0.02 0.24 0.12
O 0.00 -0.09 0.01
O 0.03 0.22 -0.16
O -0.05 -0.13 -0.24
O -0.03 -0.47 -0.35
N -0.40 0.07 -0.04
C 0.83 -1.42 0.16
C -0.36 -0.38 0.02
C 0.16 0.54 -0.11
C 0.46 -0.33 0.65
C -0.33 -0.14 -0.13
C -0.20 0.45 1.40
C 0.99 0.20 -0.56
C -0.06 -0.71 1.16
C 0.39 -0.08 -0.32
C 0.06 0.39 0.27
C 0.08 0.74 0.36
C 0.59 -1.63 0.32
C 1.10 0.32 -0.64
C -0.20 -0.01 0.40
C 0.39 0.00 -0.43
C 0.12 -0.34 0.90
C 0.15 -0.04 0.07
C -0.67 -0.91 -0.91
C 0.07 -0.21 0.62
C -0.48 -0.27 -0.57
C 0.17 -0.16 -0.10
C -0.21 0.22 -0.12
C 0.59 0.25 0.28
C -0.22 -1.08 0.11
H 0.26 0.36 -0.33
H -0.11 0.20 -0.15
H -0.06 0.13 0.22
H -0.03 -0.19 -0.08
H 0.20 0.13 -0.02
H -0.21 -0.19 -0.44
H 0.31 0.18 0.52
H 0.14 -0.02 -0.21
H -0.17 -0.03 -0.42
H -0.04 0.24 0.09
H -0.31 0.29 -0.12
H -0.03 0.20 -0.40
H -0.38 0.26 -0.17
H -0.29 -0.03 -0.19
H -0.23 -0.01 0.06
H 0.02 0.32 0.17
H 0.14 0.05 -0.06
H -0.21 0.71 -0.32
H 0.05 0.12 -0.68
H -0.41 0.02 0.21
H -0.44 0.47 0.26
H -0.09 -0.22 0.14
H 0.12 0.45 -0.48
H -0.22 0.25 -0.02
H -0.20 0.55 -0.16
H -0.13 0.11 0.02
H 0.06 -0.01 -0.06
H -0.32 0.06 -0.01
H 0.23 -0.04 0.04
H -0.12 0.27 0.36
H -0.03 0.03 -0.02
H -0.24 -0.21 0.06
H -0.08 -0.02 0.05
H 0.11 0.18 -0.05
H 0.03 0.55 -0.10

The SMILES is c1cc[nH]c1.O=C1CCCO1.O=C1CCCO1.O=C1CCCO1.O=C1CCCO1.O=C1CCCO1. The calculation puts the total energy at -1742.70450 hartree. The value obtained for the largest force on an atom is 1.8 eV/A. Its highest occupied orbital energy is -0.3349 Ha. Its orbital gap is 9.361 eV. The charge is 0.


[2]
The following is a quantum chemistry calculation of a 3-piece molecular cluster, C2H8O2 overall, from the OMol25 dataset.

Cartesian coordinates (Å):
O  1.94826  -1.77508  0.07668
O  1.70414  0.91735  -0.43057
C  -1.11056  -0.05594  0.04894
C  -2.43225  0.30603  -0.03141
H  2.02571  1.11719  0.48876
H  -0.47583  -0.01437  -0.77050
H  1.47359  -2.01104  0.86468
H  1.63042  1.88252  -0.80391
H  1.72150  -1.11669  -0.52689
H  -0.65151  -0.31712  1.09615
H  -2.80273  0.83580  -0.79411
H  -3.03074  0.23134  0.78219

Forces on the atoms, in the same order (eV/Å):
O 2.45 -2.80 0.91
O 0.44 3.66 0.26
C -2.84 0.27 3.16
C 5.51 -1.69 1.15
H -0.38 -0.61 -1.20
H 1.11 0.22 -1.18
H -0.90 0.79 -0.26
H 0.12 -2.82 0.81
H -1.48 1.85 -0.54
H -0.99 0.06 -2.31
H -1.35 1.30 -3.32
H -1.69 -0.21 2.52

The SMILES is C=C.O.O. As for the energy relative to the best compared isomer or geometry (same formula, charge and spin): 164.8 kJ/mol. The calculation puts the total energy at -231.39955 hartree. The value obtained for the largest force on an atom is 5.9 eV/A. Its highest occupied orbital energy is -0.3596 Ha. Its orbital gap is 10.325 eV. The charge is 0.


Question: What is the largest force on an atom in the first record?
Answer: 1.8 eV/A